(1)
This record from OMol25 describes a cluster of 7 separate species, C33H41N7O11 in total. The level of theory is ωB97M-V/def2-TZVPD.

Summary:
- SMILES = O=[N+]([O-])c1ccccc1.O=[N+]([O-])c1ccccc1.O=[N+]([O-])c1ccccc1.O=[N+]([O-])c1ccccc1.CN(C)C=O.CN(C)C=O.CN(C)C=O
- ΔE to the lowest compared entry with this formula, charge and spin (kcal/mol) = 403.0
- molecular weight (g/mol) = 711.729
- HOMO energy (eV) = -9.0
- HOMO-LUMO gap (eV) = 7.719

The geometry in ORCA input format:
```
! wB97M-V def2-TZVPD RIJCOSX def2/J DEFGRID3
* xyz 0 1
H 6.176 22.405 26.768
O 5.328 21.254 29.381
C 8.127 21.211 33.546
C 8.558 21.095 30.966
H 6.069 20.802 34.476
C 5.869 14.722 31.047
H 9.231 14.736 30.548
O 11.286 11.834 29.372
C 6.290 17.126 31.855
O 8.059 15.579 25.246
O 5.436 17.427 30.844
C 6.056 17.233 27.732
H 8.245 11.480 29.816
C 7.093 20.847 30.757
C 7.593 15.292 32.832
H 10.241 21.309 32.340
C 9.045 21.239 32.475
C 6.969 21.285 25.059
H 6.433 14.804 30.054
C 6.288 12.041 28.696
O 4.265 13.434 27.250
C 7.149 15.967 25.944
C 12.729 21.777 29.397
H 11.835 20.916 25.440
C 4.967 20.737 23.458
H 9.189 21.201 30.098
H 8.998 12.964 27.360
C 4.361 10.205 28.826
H 7.436 15.838 33.765
C 6.714 9.705 29.668
H 10.755 13.179 30.827
N 7.465 19.837 22.991
C 9.717 14.989 29.637
C 4.584 22.164 25.503
C 11.733 20.060 27.602
C 6.647 20.925 33.470
H 8.043 21.151 25.422
H 7.964 18.264 27.644
O 7.074 19.430 21.823
H 10.389 15.703 29.943
N 6.517 15.667 31.933
H 12.985 22.068 30.400
H 3.105 21.681 23.943
O 2.612 12.291 28.009
H 4.075 22.792 26.130
H 9.763 14.570 26.963
H 9.186 15.734 28.889
H 7.636 14.315 33.018
N 7.140 16.984 26.803
C 6.090 20.733 31.961
H 5.128 16.615 27.491
H 8.990 17.781 26.268
N 6.481 20.871 29.394
C 13.091 22.667 28.183
C 9.991 13.595 27.572
O 11.676 18.187 29.704
H 6.653 12.962 28.612
H 6.250 13.771 31.394
C 8.109 18.070 26.691
C 12.666 22.402 26.812
N 3.809 12.507 27.909
H 4.924 14.931 30.978
O 8.627 19.637 23.320
H 6.372 15.180 26.097
C 5.428 9.299 29.442
C 7.190 11.107 29.465
H 5.722 18.252 27.709
H 3.206 9.886 28.515
H 11.089 19.192 27.085
H 5.020 20.350 31.643
C 4.077 21.605 24.171
C 6.539 20.571 23.813
H 8.577 15.374 32.547
H 8.688 21.108 34.381
H 12.759 23.079 25.974
H 13.666 23.669 28.213
C 4.797 11.553 28.443
C 6.001 22.006 25.852
N 10.184 13.782 28.994
H 6.415 17.014 28.627
C 11.992 21.130 26.485
H 6.904 17.607 32.482
H 7.526 9.016 30.005
C 10.840 12.900 29.777
H 10.902 12.967 27.242
H 4.387 20.040 22.754
H 5.083 8.223 29.634
H 7.623 18.780 26.245
C 12.212 20.248 28.997
O 12.118 19.608 31.178
N 12.043 19.271 30.052
O 7.278 21.033 28.465
*
```



(2)
This record from OMol25 describes a structure of composition C33H41NO10P4S3W. The level of theory is ωB97M-V/def2-TZVPD.

Summary:
- ΔE to the lowest compared entry with this formula, charge and spin (kcal/mol) = 136.3
- molecular weight (g/mol) = 1015.625
- HOMO energy (spin up / spin down) (eV) = -7.1 / -7.4
- HOMO-LUMO gap (spin up / spin down) (eV) = 6.943 / 6.262

The geometry in ORCA input format:
```
! wB97M-V def2-TZVPD RIJCOSX def2/J DEFGRID3
* xyz 0 3
H -3.022 5.801 0.598
C 3.729 0.198 -0.364
C -0.103 2.895 5.331
H -1.640 0.524 3.471
C 3.431 0.269 5.023
C 0.023 3.797 -0.673
H 6.771 -1.013 -1.231
N -3.870 1.240 -2.664
H -2.558 3.536 1.504
H -2.538 -4.800 2.300
H 3.172 1.123 -0.408
C -0.910 1.811 5.025
H 5.761 -3.067 -0.272
C 0.630 3.518 4.332
C 0.982 0.891 0.180
H 0.217 2.119 -3.845
H 1.543 -3.880 -3.952
H -5.011 -2.244 -2.650
H -1.086 -2.591 1.787
C 5.764 -0.996 -0.833
C 2.860 -1.343 -3.298
H 4.528 1.698 3.859
C -2.277 -3.524 0.586
H 1.038 -1.782 3.798
H -4.033 -2.437 -0.026
C 1.771 -0.988 3.822
H 3.604 -0.860 -2.673
O -0.456 -0.490 -2.984
C -2.955 0.384 -3.510
O -0.656 -2.545 -0.909
H -4.329 -3.666 1.213
H 0.017 -3.673 -3.054
H -0.901 -4.854 1.606
C -3.276 0.433 -4.985
P -0.555 1.586 0.964
H 0.872 3.222 -1.022
H 5.456 1.084 -1.260
C -2.171 5.236 0.238
S 1.748 -2.270 -2.210
H 1.098 3.566 2.237
C 5.196 -2.144 -0.305
O 0.834 0.618 -1.142
O -2.529 -1.004 -1.330
C -0.238 5.059 -1.182
W -0.531 -0.658 -0.569
C -1.915 3.976 0.750
C 0.857 -3.159 -3.510
H -4.190 2.073 -3.153
H 1.266 4.360 4.576
H -1.480 1.320 5.804
C -0.995 1.354 3.720
C 2.432 -0.689 5.005
H 3.346 -2.035 -3.984
C -1.335 5.780 -0.729
H 3.329 1.204 1.782
S 1.152 -2.907 1.491
O -2.594 -2.441 -3.541
H -4.034 -4.166 -0.470
H -3.074 1.418 -5.409
H 0.413 5.488 -1.933
C -0.815 3.253 0.295
H -2.235 -5.658 0.772
H -0.041 3.254 6.351
H 2.177 -1.224 5.912
H -2.647 -0.297 -5.494
H -4.316 0.154 -5.167
C 3.904 -2.118 0.201
O -1.492 1.400 -1.615
H 3.963 0.488 5.941
C 2.085 -0.316 2.647
H 3.473 -3.018 0.613
P 1.472 -0.954 1.004
H -3.281 1.511 -1.839
O -1.885 -2.350 1.283
P -3.057 -1.324 -2.726
P -1.237 0.780 -2.972
O -4.690 -1.333 -2.559
H 0.490 -2.450 -4.249
C 3.068 0.670 2.683
C -0.268 1.983 2.715
C -1.962 -4.793 1.374
C 0.548 3.068 3.027
H -4.663 0.676 -2.345
H -1.535 6.767 -1.126
C 3.152 -0.947 0.188
S -2.307 0.528 0.973
O -1.582 -4.485 -1.507
C -1.476 -3.566 -0.739
C 5.025 0.176 -0.857
C -3.773 -3.442 0.302
O -0.700 1.858 -4.020
H 2.285 -0.597 -3.849
C 3.745 0.949 3.858
*
```



(3)
This record from OMol25 describes a structure of composition C33H42BrIIrN3O5PSe2. The level of theory is ωB97M-V/def2-TZVPD.

Summary:
- ΔE to the lowest compared entry with this formula, charge and spin (kcal/mol) = 25.4
- molecular weight (g/mol) = 1148.634
- HOMO energy (spin up / spin down) (eV) = -12.3 / -12.4
- HOMO-LUMO gap (spin up / spin down) (eV) = 5.924 / 5.528

The geometry in ORCA input format:
```
! wB97M-V def2-TZVPD RIJCOSX def2/J DEFGRID3
* xyz 2 2
C -4.979 -1.104 -2.383
H 5.849 -0.760 -0.677
H 2.789 1.583 2.694
H -1.510 1.380 3.869
H 3.142 0.419 1.419
C -1.937 3.559 -0.986
H 3.042 -4.943 -1.061
C 0.389 0.874 3.166
H -2.191 5.522 -1.891
H -1.013 3.342 -1.501
O 1.190 0.505 1.981
C 3.002 -0.441 3.396
C -5.760 5.713 0.165
H -6.668 5.731 -0.435
C 2.382 -2.945 -1.631
H -1.598 0.425 2.393
C -2.607 4.765 -1.242
O -5.557 4.392 0.684
C 2.577 2.185 -0.546
P 2.364 -2.070 -0.021
C -0.846 -1.905 1.936
H 3.227 -4.564 -2.763
C -3.777 -1.782 -2.482
Br -1.977 -2.937 4.292
O -0.588 1.219 -0.288
C -1.865 1.218 -0.018
C -4.370 3.961 0.207
H -3.749 1.981 -3.016
H -4.202 1.976 1.028
C -3.810 4.945 -0.613
H 2.582 -0.216 4.375
H -0.967 -2.525 -1.265
H 1.244 -4.039 0.719
C -1.693 -2.871 2.440
C 2.592 0.566 2.344
N -2.617 -1.186 -2.772
H 0.909 1.737 3.586
C -4.987 0.267 -2.582
H 4.583 -1.137 -1.831
C 3.161 3.072 -1.437
H -0.342 -1.230 2.604
C -2.660 0.118 -2.960
N 1.929 1.104 -0.981
H 2.202 1.538 -4.308
H 2.612 2.344 0.520
H 3.718 -4.699 1.001
H -1.141 2.131 2.316
C 1.785 0.923 -2.298
C -2.007 -3.651 0.227
C 3.064 2.836 -2.798
H 0.468 0.051 3.879
C 4.140 -1.707 0.231
H -5.887 -1.643 -2.152
H -5.906 0.832 -2.506
H 3.521 3.515 -3.505
H -2.434 -4.335 -0.492
H 4.404 0.236 -0.738
Ir 0.748 -0.328 -0.053
C -3.795 0.909 -2.873
C -1.168 -2.645 -0.212
C 3.141 -4.189 1.770
O -4.632 6.013 -0.668
C -2.506 2.564 -0.175
C 2.341 1.736 -3.254
C -1.046 1.216 2.894
O -2.508 0.237 0.317
H 4.301 -1.329 1.237
H -3.741 -2.854 -2.337
I 0.061 4.528 1.069
H 2.712 -1.455 3.119
Se -1.035 1.006 -3.459
H 4.088 -0.412 3.506
H 2.625 -2.209 -2.402
H 1.351 -3.260 -1.820
H 2.754 -4.950 2.448
C -2.291 -3.771 1.576
H 1.439 -2.907 2.028
H -5.803 6.425 0.988
C 3.311 -4.151 -1.758
H 4.357 -3.890 -1.603
Se 0.504 -0.510 -2.519
C 1.972 -3.382 1.205
N -0.589 -1.781 0.631
C -3.757 2.754 0.424
H 4.628 -2.682 0.207
C 4.769 -0.788 -0.815
H 3.824 -3.562 2.343
H 3.675 3.942 -1.056
H -2.949 -4.545 1.949
*
```



(4)
This record from OMol25 describes a structure of composition C33H42CaGeN8OPS. The level of theory is ωB97M-V/def2-TZVPD.

Summary:
- ΔE to the lowest compared entry with this formula, charge and spin (kcal/mol) = 43.5
- molecular weight (g/mol) = 742.483
- HOMO energy (spin up / spin down) (eV) = -9.0 / -8.8
- HOMO-LUMO gap (spin up / spin down) (eV) = 6.313 / 6.652

The geometry in ORCA input format:
```
! wB97M-V def2-TZVPD RIJCOSX def2/J DEFGRID3
* xyz 1 1
C 3.452 1.167 -1.804
H -5.843 -0.796 -2.930
H 2.173 3.664 2.642
C -1.706 -0.639 2.052
C -2.218 4.287 -1.086
H -3.012 -1.795 3.442
H -1.222 4.392 -0.650
C -0.865 2.866 -3.587
H -3.977 -1.192 -4.135
H 3.656 -1.351 -0.806
H -4.159 -0.048 0.387
C 4.156 -2.606 0.932
O 2.954 2.362 0.080
H -4.853 2.715 -2.367
H -4.747 -2.904 -0.106
C 1.506 -0.029 -2.851
C 2.949 0.226 -2.730
N 3.659 -2.551 2.204
C -5.479 -1.646 -2.350
C -3.080 -0.894 -3.612
H 5.183 2.070 -0.944
Ca 1.137 0.919 0.522
H 3.833 -3.004 4.237
C 3.335 0.693 5.980
P 1.821 -1.098 3.739
H -2.344 -0.201 1.307
N 1.790 1.570 2.832
C 0.114 -1.088 3.108
C 2.733 -1.556 2.233
H -4.196 1.715 -3.673
H -3.090 -2.326 0.050
N -0.354 -0.444 2.046
H 3.843 1.461 6.555
H 4.052 -0.087 5.730
C 3.520 -1.627 0.227
C -4.062 2.639 -3.114
C 5.213 -0.275 -3.410
H -4.174 3.478 -3.803
H -1.027 2.196 -4.430
C 2.275 2.777 3.243
H 4.913 -3.316 0.649
H -0.631 -3.587 4.657
C 2.898 2.630 4.448
H 3.400 3.335 5.087
C 4.834 1.357 -1.677
H 5.083 -3.699 3.195
S 0.861 -0.329 -4.421
C -0.809 -2.554 4.954
N -0.901 -1.695 3.780
C -0.643 -0.303 -2.384
C -1.871 -0.246 -1.522
C 5.700 0.642 -2.479
H 2.534 0.270 6.582
C 4.023 -3.469 3.274
H -2.433 5.201 -1.640
H 0.103 2.636 -3.136
H 3.477 -1.216 -4.233
C -4.305 -1.258 -1.445
H -1.745 -2.493 5.503
Ge -2.300 2.728 -2.269
H 6.768 0.794 -2.386
H -3.553 -3.303 -1.348
C -1.932 -0.716 -4.407
C 2.122 0.694 3.766
H 5.899 -0.834 -4.032
H -5.036 0.740 -0.932
H -0.826 3.888 -3.966
H -5.217 -2.450 -3.037
H 3.447 -4.390 3.199
N 2.800 1.306 4.772
C -3.891 -2.521 -0.666
N 2.518 1.818 -1.030
N 2.636 -0.980 1.044
H -1.093 1.497 -0.481
C -0.713 -0.483 -3.748
N 0.605 -0.047 -1.884
H 0.000 -2.220 5.596
H -5.775 -0.577 -0.021
C -3.101 -0.771 -2.251
H -1.987 -0.827 -5.480
C -2.059 -1.421 3.111
H -2.943 4.207 -0.274
H -1.687 -0.892 -0.653
C -4.837 -0.217 -0.448
C 3.848 -0.478 -3.532
C -2.017 1.213 -1.007
H -2.807 1.297 -0.262
H -6.303 -2.001 -1.730
*
```



(5)
This record from OMol25 describes a structure of composition C33H42Cl3Ge2MgN4O. The level of theory is ωB97M-V/def2-TZVPD.

Summary:
- ΔE to the lowest compared entry with this formula, charge and spin (kcal/mol) = 53.9
- molecular weight (g/mol) = 786.610
- HOMO energy (eV) = -10.6
- HOMO-LUMO gap (eV) = 7.483

The geometry in ORCA input format:
```
! wB97M-V def2-TZVPD RIJCOSX def2/J DEFGRID3
* xyz 1 1
C -4.309 -1.628 -1.039
Mg -0.863 -0.231 -1.018
H -5.290 -3.472 -1.619
C 1.718 2.941 0.082
C -0.160 2.523 -1.824
Cl -5.451 3.310 0.107
H 2.459 3.099 0.846
N 3.502 5.076 -0.058
C 1.686 3.818 -1.010
H -0.937 2.320 -2.552
C 0.825 1.897 0.133
H -0.878 -6.186 6.070
H -4.457 -0.859 -0.283
C -1.322 -0.127 2.329
C -5.387 -2.687 -0.874
H 4.311 7.905 -3.365
H 1.575 -2.331 0.082
H 0.535 0.376 3.341
H 1.789 -0.802 0.915
C 3.937 6.530 -1.743
C -1.404 -4.212 2.788
H -0.791 -3.256 -2.652
H 5.628 6.397 1.232
C -4.286 2.197 0.880
C -1.599 -3.430 1.578
H 2.054 -2.004 3.088
H 6.765 8.306 0.124
H -2.092 -5.263 -1.913
C 2.136 -2.541 2.145
C 2.675 4.863 -1.055
C -1.975 -5.476 2.957
C -0.518 0.218 3.573
H -6.372 -2.235 -0.988
H -2.228 -2.597 -3.421
C -2.449 -4.635 -2.727
C -1.790 -6.174 4.134
H -2.557 -5.909 2.161
C -0.635 -3.689 3.824
C 1.408 -1.816 1.027
N 2.897 5.719 -2.107
C 0.702 3.592 -1.978
C -3.454 1.596 -0.123
H 3.598 -0.630 -2.849
H 6.121 9.032 -2.115
O 0.431 -0.999 -1.847
N -2.765 1.115 -0.898
H -2.245 -7.146 4.256
Cl -3.205 3.095 1.992
C 1.471 -1.027 -2.761
H 3.195 -2.634 1.905
H -0.905 1.134 4.019
H 1.885 -0.368 -4.791
H 1.739 -3.547 2.268
H 0.851 1.190 0.949
C 5.601 8.199 -1.669
Cl -5.154 0.914 1.775
C -0.439 -4.390 4.996
H 2.414 5.741 -2.990
H -5.334 -3.140 0.113
C 4.589 7.581 -2.374
H 3.018 -1.031 -1.237
H -1.370 0.745 1.674
N -0.101 1.680 -0.798
H -0.596 -0.573 4.315
H 0.167 -3.968 5.784
C -1.021 -5.637 5.153
Ge -0.622 -1.694 1.205
H 1.634 -2.079 -3.064
H -0.191 -2.708 3.698
H -4.394 -1.152 -2.018
C 5.969 7.782 -0.382
C -1.879 -3.231 -2.605
C -2.442 -3.693 0.573
C 4.304 6.102 -0.439
H 0.604 4.231 -2.840
H -2.145 -5.090 -3.669
H 2.670 0.564 -1.923
H 0.161 -0.482 -4.401
C 5.344 6.732 0.248
C 2.775 -0.496 -2.152
H 1.127 0.858 -3.761
H -3.098 -4.553 0.562
Ge -2.420 -2.360 -0.875
C 1.141 -0.204 -4.014
H -3.536 -4.617 -2.695
H -2.347 -0.370 2.617
*
```